Run i
Here is 17 unconnected molecules or ions with the total composition H33O17 from the OMol25 dataset. Energies are from ωB97M-V/def2-TZVPD.

XYZ file:
```
50
Properties=species:S:1:pos:R:3:lowdin_charge:R:1
O 2.740 -0.010 -2.063 -0.18
O 1.348 -0.765 -0.133 -0.32
O -1.027 -0.243 -3.364 -0.09
H 4.322 3.261 2.186 0.08
O -1.574 0.528 4.978 -0.05
H -3.966 -1.385 -2.971 -0.01
H 1.985 -0.855 0.543 -0.03
O -3.380 3.248 0.058 -0.07
H -0.357 -3.490 -3.152 0.04
H -2.376 0.751 -0.109 0.05
O -0.186 0.690 1.166 -0.06
H -3.663 2.758 0.838 0.04
O 3.529 3.480 2.730 -0.05
H 0.679 -2.345 -2.670 -0.01
H -1.214 -2.413 0.540 0.03
O -0.986 3.817 -0.943 -0.05
H 2.102 -2.615 -0.356 -0.01
H -0.861 -5.521 0.889 0.00
O -2.920 1.035 0.662 -0.10
O -3.434 -2.044 -3.305 -0.01
H 3.707 3.902 3.561 0.03
H 2.165 -2.196 0.941 0.00
O 2.600 -2.854 0.408 -0.06
H -0.235 3.865 -0.409 -0.02
H -1.762 3.521 -0.474 -0.04
H -2.295 0.715 1.392 0.07
O -1.214 -1.073 -0.610 -0.15
H -1.839 -2.790 1.875 0.01
H -0.355 -1.427 -0.808 -0.02
H -2.570 -1.782 -3.476 -0.04
H 2.005 0.105 -1.202 0.10
H 3.795 1.006 -1.619 -0.03
O 4.645 1.503 -1.325 -0.18
H -1.127 -0.376 0.213 0.07
O -0.274 -5.459 1.606 -0.03
O 1.811 2.637 0.682 -0.01
H -0.923 -0.058 -2.366 0.06
H 5.354 0.829 -1.122 0.03
O -1.006 -2.591 1.501 -0.06
H 2.392 0.323 -2.909 0.04
O 0.006 -2.933 -2.484 0.01
H 0.281 0.128 0.550 -0.05
H -0.558 1.516 1.149 0.00
H -1.751 0.555 4.036 0.02
H 2.314 2.921 1.417 -0.03
H -2.462 0.578 5.345 0.03
H -1.557 0.549 -3.451 0.03
H 1.856 1.717 0.613 -0.02
H 0.176 -4.654 1.728 -0.01
H -3.939 3.937 -0.285 0.05
```

- HOMO-LUMO gap: 8.953 eV
- Charge: -1


Run ii
Here is 17 unconnected molecules or ions with the total composition H33O17 from the OMol25 dataset. Energies are from ωB97M-V/def2-TZVPD.

XYZ file:
```
50
Properties=species:S:1:pos:R:3:lowdin_charge:R:1
H -0.416 -3.872 0.291 0.05
O -0.877 -4.569 3.290 -0.10
H -1.700 -5.093 3.222 0.03
H 2.264 1.992 -0.333 -0.01
O -3.709 0.468 3.490 -0.07
H 1.831 -2.744 2.364 0.03
H -1.119 1.915 -2.392 0.05
H -0.673 1.250 1.111 -0.02
O 1.594 -0.971 -0.686 -0.11
H -2.676 5.463 0.563 0.04
H -1.203 -2.454 0.646 0.06
O 1.176 3.271 -2.239 -0.17
H -2.981 -3.283 -2.625 0.05
H -2.768 -2.780 -1.213 0.01
H 0.041 -0.849 -2.076 0.00
H -3.852 0.980 -2.765 0.03
O 2.281 -1.947 2.684 -0.05
H -1.727 2.356 0.744 0.03
O 3.219 2.287 -0.266 -0.12
H 1.604 -4.333 -2.081 0.04
H 3.206 1.305 1.760 0.02
O -1.499 1.637 1.326 -0.03
H -4.312 1.194 3.331 0.02
O 1.101 -4.027 -1.325 -0.06
H 0.958 2.551 -1.476 0.01
H 2.866 -2.113 3.419 0.03
H 3.340 -2.267 0.343 0.01
H -1.527 6.164 1.409 0.04
H -2.881 0.934 3.659 0.03
O 3.389 1.606 2.690 -0.09
O 0.620 1.426 -0.481 -0.34
H -3.045 0.424 -3.993 0.02
O -0.612 -0.158 -1.942 -0.14
O -3.900 0.713 -3.681 -0.06
H 1.064 -0.111 -0.648 -0.01
H 0.559 1.748 0.414 0.01
O -0.520 -3.095 0.869 -0.05
H 4.315 -1.273 0.925 0.03
O -3.429 -3.235 -1.749 -0.07
H -0.834 -4.046 2.452 -0.01
H 1.383 -3.345 -0.718 0.00
H -1.665 2.732 -3.692 0.03
H 2.422 -0.476 -0.588 0.03
H 3.239 2.577 -1.208 0.04
H 3.901 2.394 2.474 0.02
O -1.045 2.760 -2.958 -0.10
H -0.155 0.369 -1.160 -0.02
O -2.463 5.926 1.393 -0.08
O 4.292 -2.033 0.331 -0.08
H 0.925 2.632 -2.907 -0.01
```

- HOMO-LUMO gap: 9.139 eV
- Charge: -1


Run iii
Here is 17 unconnected molecules or ions with the total composition H33O17 from the OMol25 dataset. Energies are from ωB97M-V/def2-TZVPD.

XYZ file:
```
50
Properties=species:S:1:pos:R:3:lowdin_charge:R:1
H 0.333 3.226 -1.451 -0.02
H 3.757 -0.445 -0.514 0.08
H -3.311 -2.885 0.191 0.00
H 0.795 1.467 -3.767 0.05
O 1.320 1.138 3.725 -0.09
H -0.332 -2.589 -0.657 -0.08
O -3.866 -3.632 0.347 -0.04
H 4.232 -0.640 1.524 -0.02
O 4.334 -1.300 -0.409 -0.16
O -3.745 -0.540 -2.438 -0.05
H 0.876 0.467 0.452 0.05
H 1.141 3.452 2.702 -0.09
O -1.303 -0.045 -1.173 -0.06
H 3.622 -2.466 2.771 -0.05
O -1.625 3.236 5.266 -0.12
O 0.416 3.852 2.459 -0.03
H 2.037 -1.867 -2.304 0.01
O 4.234 -0.706 2.466 -0.08
O -2.996 2.705 -2.589 -0.05
H -0.080 1.388 0.475 0.08
H -0.802 0.655 -1.010 -0.10
H 1.963 -0.500 -2.767 -0.01
H -2.267 2.939 -2.037 0.00
O -0.521 -1.027 -3.443 -0.13
H -0.012 -2.004 -2.090 -0.01
H 0.140 -0.249 -3.513 -0.01
H -3.950 -0.766 1.820 -0.01
H -0.934 2.662 4.734 0.08
H -0.626 -1.472 -4.302 0.10
H -2.862 -0.482 -2.877 0.03
H -2.406 3.228 4.697 0.02
H 0.850 0.899 2.901 -0.01
H -3.192 1.875 -2.148 0.01
O 2.678 -1.191 -2.602 -0.12
H 4.043 -3.633 1.920 0.02
H -0.940 -0.602 -2.003 0.05
H -3.526 -0.759 -1.568 -0.03
H 3.855 -1.982 -1.061 0.09
H 0.355 3.910 1.432 0.09
H 2.136 0.666 3.400 0.02
H -4.025 -3.444 1.250 -0.01
O 1.037 0.813 -3.054 -0.33
O 0.607 2.413 -1.146 -0.10
O -4.645 -1.313 1.671 -0.01
H -5.391 -0.958 1.157 0.07
O 0.219 -2.473 -1.282 0.02
O 0.583 1.027 1.196 -0.11
O 3.677 -3.400 2.762 -0.05
H 0.852 1.766 -1.922 -0.01
H 3.263 -0.412 2.810 0.11
```

- HOMO-LUMO gap: 9.756 eV
- Charge: -1


Run iv
Here is 17 unconnected molecules or ions with the total composition H33O17 from the OMol25 dataset. Energies are from ωB97M-V/def2-TZVPD.

XYZ file:
```
50
Properties=species:S:1:pos:R:3:lowdin_charge:R:1
H -3.159 0.999 5.406 0.01
H -3.721 2.188 -3.231 0.01
O 1.533 -5.291 0.172 -0.09
H 0.652 1.952 4.925 0.00
O 0.462 0.645 -4.562 -0.07
O 3.917 -3.374 1.561 -0.05
O -0.748 2.671 3.117 -0.07
H -2.522 -0.366 3.116 -0.03
H -1.094 -0.846 -2.510 0.03
O 3.369 -3.518 -1.662 -0.07
H 0.524 0.371 -5.466 0.02
H -1.411 1.595 -2.084 0.05
H -1.793 2.490 0.516 0.06
H -2.033 0.985 1.395 0.02
H 3.976 -4.224 2.008 0.04
O 0.194 -3.185 0.430 -0.05
O -2.268 1.226 5.149 -0.10
O -3.340 1.856 -4.057 -0.09
H -1.642 2.775 2.777 0.02
H 0.297 -1.041 -1.873 0.04
O -1.878 0.218 2.713 -0.38
O 0.223 -0.523 1.255 -0.10
H 0.391 0.119 -3.756 -0.01
H -0.523 1.886 2.596 0.02
H 3.221 -2.911 2.039 0.04
H 1.048 -5.174 0.989 0.02
H -2.200 1.470 4.200 -0.01
H -2.721 1.316 -3.525 0.00
H 3.283 1.622 -3.920 0.02
H 0.030 -0.911 0.409 -0.02
H 0.732 -2.758 1.090 0.03
O 4.105 1.120 -3.838 -0.07
O -0.211 -1.227 -2.670 -0.06
H 3.197 -3.120 -0.803 0.00
H -0.575 -0.313 1.811 -0.02
O 1.327 1.865 5.608 -0.07
O -1.958 0.847 -1.806 -0.13
H 0.846 -5.252 -0.497 0.03
H -0.140 -2.801 -0.373 0.03
H -1.908 1.022 -0.783 0.01
H 3.646 3.161 -1.897 0.02
H 2.091 2.224 5.148 0.02
O -5.215 1.369 -0.965 -0.06
H 3.785 0.273 -4.173 0.03
H 3.820 -4.348 -1.497 0.02
O 2.935 3.586 -1.405 -0.06
H -5.107 2.324 -0.807 0.04
H -5.133 1.227 -0.007 0.04
O -1.677 1.543 0.587 -0.12
H 3.374 4.237 -0.850 0.03
```

- HOMO-LUMO gap: 8.607 eV
- Charge: -1


Most stable one: run ii, least stable one: run i.


Run i
Here is a single C3H7OPS molecule from the OMol25 dataset. Energies are from ωB97M-V/def2-TZVPD.

XYZ file:
```
13
Properties=species:S:1:pos:R:3:lowdin_charge:R:1
O 3.058 -1.483 0.869 0.01
C -2.010 0.736 -0.529 -0.12
P 0.826 -0.471 -0.448 0.69
S 0.802 1.738 0.447 0.37
H 0.287 -1.909 -0.643 0.00
H 1.430 -0.242 -1.706 0.01
C 2.029 -0.884 0.995 -0.45
H 1.667 -0.332 1.922 0.07
H -1.855 1.471 -1.313 0.06
H -2.126 -0.126 -1.142 0.04
C -0.629 0.531 0.193 -0.83
H -0.587 0.048 1.239 0.06
H -2.892 0.923 0.116 0.08
```

- SMILES: C[C@@H]1S[PH2]1C=O
- HOMO-LUMO gap: 8.298 eV


Run ii
Here is a single C3H7OPS molecule from the OMol25 dataset. Energies are from ωB97M-V/def2-TZVPD.

XYZ file:
```
13
Properties=species:S:1:pos:R:3:lowdin_charge:R:1
H 0.999 2.138 0.497 0.04
H -1.943 0.818 -0.770 0.09
H 1.148 0.445 1.313 0.03
C -1.502 -0.156 -0.412 -0.47
H -2.302 -0.060 1.546 0.04
H 1.968 -0.639 -1.459 -0.15
O 0.061 -2.231 -1.046 -0.62
C 1.561 1.115 0.484 -0.40
H 2.717 1.280 0.630 0.06
P 1.292 0.497 -1.294 0.70
H -1.721 -1.610 1.303 0.07
S -0.489 -0.967 -1.610 0.66
C -1.788 -0.629 0.818 -0.04
```

- SMILES: C=CS(=O)#[PH]C
- HOMO-LUMO gap: 8.676 eV


Most stable one: run ii, least stable one: run i.


Run i
Here is a single CH6SSi molecule from the OMol25 dataset. Energies are from ωB97M-V/def2-TZVPD.

XYZ file:
```
9
Properties=species:S:1:pos:R:3:lowdin_charge:R:1
Si -0.195 -0.133 -0.960 0.41
H -1.312 -0.098 -1.830 -0.10
S 0.505 -2.187 -0.137 0.22
H -0.889 1.277 1.162 0.02
H 0.457 1.866 0.377 -0.03
H 1.109 0.152 -1.549 -0.07
H 0.565 0.333 1.202 -0.01
C -0.017 0.987 0.584 -0.29
H -0.222 -2.197 1.150 -0.15
```

- SMILES: C[SiH2]S
- HOMO-LUMO gap: 10.039 eV


Run ii
Here is 2 unconnected molecules or ions with the total composition CH6SSi from the OMol25 dataset. Energies are from ωB97M-V/def2-TZVPD.

XYZ file:
```
9
Properties=species:S:1:pos:R:3:lowdin_charge:R:1
H 0.418 1.288 -0.110 -0.05
H 0.044 -0.419 0.580 -0.03
H -4.238 0.286 -0.945 -0.19
S -3.571 -0.516 -0.038 0.46
C 0.790 0.423 0.440 -0.36
H 2.918 -1.582 0.262 -0.11
Si 2.399 -0.189 0.180 0.66
H -2.449 0.163 -0.092 -0.28
H 3.690 0.546 -0.278 -0.10
```

- SMILES: C=[SiH2].S
- HOMO-LUMO gap: 9.005 eV


Most stable one: run i, least stable one: run ii.


Run i
Here is a molecular structure, C5H13N3O2 from the OMol25 dataset. Energies are from ωB97M-V/def2-TZVPD.

XYZ file:
```
23
Properties=species:S:1:pos:R:3:lowdin_charge:R:1
C 0.432 2.039 -0.220 -0.11
H 1.021 2.934 -0.458 0.08
N -0.562 -0.496 0.875 0.16
H -0.656 0.564 1.004 0.07
H 1.740 0.809 -1.265 0.10
N -2.998 0.254 0.204 -0.52
H -0.008 -2.337 0.045 0.09
H 2.699 -0.403 0.460 0.11
H 1.710 0.381 1.753 0.09
H 1.597 -2.294 -0.577 0.06
C 1.777 -0.537 1.106 -0.03
O -4.104 -0.088 -0.133 0.05
H -2.236 -1.405 -0.732 0.14
H -0.008 0.448 -1.734 0.15
H 1.874 -1.480 1.612 0.08
H 0.200 -1.768 -1.668 0.09
C 0.770 0.711 -0.849 -0.23
O -2.757 1.273 0.801 0.04
H -0.665 2.250 -0.106 0.08
C 0.690 -0.517 0.024 -0.66
C 0.662 -1.858 -0.679 -0.04
H 0.821 2.015 0.836 0.08
N -1.999 -0.494 -0.300 0.13
```

- HOMO-LUMO gap: 10.283 eV


Run ii
Here is 2 unconnected molecules or ions with the total composition C5H13N3O2 from the OMol25 dataset. Energies are from ωB97M-V/def2-TZVPD.

XYZ file:
```
23
Properties=species:S:1:pos:R:3:lowdin_charge:R:1
H -0.697 -0.628 2.894 0.10
N 2.108 0.902 0.601 0.13
H 0.404 -1.386 -0.986 0.06
N -0.065 0.734 1.480 0.05
H 0.454 3.188 0.001 0.08
C 0.765 1.268 0.715 -0.55
H -0.565 2.054 -0.527 0.07
H 0.190 -2.475 -2.327 0.09
H 2.329 -0.033 0.918 0.07
N 0.399 2.220 -0.271 0.09
C -0.332 -1.963 -1.524 0.02
H -0.790 -2.657 -0.832 0.09
H 0.618 -1.181 1.797 0.10
H -1.429 0.642 -3.030 0.10
C 0.220 -0.342 2.385 -0.30
H 2.227 0.224 3.245 0.06
H 2.484 1.026 -0.327 0.08
C 1.205 -0.017 3.512 -0.10
H 1.139 -0.939 4.103 0.07
H 0.841 0.754 4.194 0.07
O -2.548 -1.445 -2.372 0.11
O -0.850 0.001 -2.646 0.08
C -1.413 -1.134 -2.161 -0.56
```

- SMILES: CCN=C(N)N.CC(=O)O
- HOMO-LUMO gap: 9.776 eV


Run iii
Here is a single C5H13N3O2 molecule from the OMol25 dataset. Energies are from ωB97M-V/def2-TZVPD.

XYZ file:
```
23
Properties=species:S:1:pos:R:3:lowdin_charge:R:1
N -0.491 0.123 0.222 -0.13
H -1.073 1.710 -1.796 0.03
C -0.067 -2.202 0.336 -0.08
H 4.917 -0.708 -0.119 0.12
H -0.453 -3.167 0.483 0.05
C -1.411 1.248 0.330 -0.19
H -2.043 2.999 -1.045 0.06
H -2.484 0.859 0.343 0.12
H -2.052 -1.050 0.424 0.09
N 0.770 0.299 0.858 -0.30
H 1.708 -0.552 -0.919 0.16
C -1.063 -1.128 0.857 -0.17
H -1.211 1.936 1.179 0.11
H 3.849 -1.787 0.423 0.04
H -1.163 -1.107 2.002 0.14
C 1.769 -0.118 0.122 -0.15
O 3.005 -0.147 0.626 -0.08
H 0.150 -1.981 -0.664 0.05
N 3.908 -1.001 -0.117 0.08
H 0.832 -2.269 1.032 0.10
H -0.415 2.894 -0.786 0.05
O 0.783 0.721 2.028 -0.04
C -1.265 2.262 -0.937 -0.06
```

- SMILES: CCN(CC)/[N+]([O-])=C/ON
- HOMO-LUMO gap: 8.778 eV


Most stable one: run ii, least stable one: run i.